C5H11N3 | the ωB97M-V functional and the def2-TZVPD basis

The energy relative to the best compared isomer or geometry (same formula, charge and spin) is 3.756 eV. Its multiplicity is 1. The HOMO energy comes out at -9.23 eV. The orbital gap is 9.0 eV. As for the SMILES: [H]/N=C(C)\C=N\[H].[H]/N=C/C.

Geometry as XYZ:
```
19
Properties=species:S:1:pos:R:3:forces:R:3:nbo_charge:R:1
N 0.44972 -0.40356 2.77593 -0.5576 -0.1192 0.7001 -0.603
N -1.72152 0.49795 -1.59047 0.1523 0.1849 -0.3906 -0.582
N 0.63041 -1.04487 -1.39462 0.0027 1.7564 -0.2238 -0.680
C -0.64768 2.37602 -0.53815 0.0395 0.0292 -0.0554 -0.668
C -0.65928 0.98632 -1.10481 -0.5788 -0.2287 1.0220 0.239
C 0.15714 -2.15410 1.04605 0.0938 -0.2822 -1.9289 -0.723
C 0.60610 0.19396 -0.92161 0.3618 -1.1142 -2.3766 -0.046
C 0.22165 -0.85441 1.63323 1.3545 1.9296 -1.7083 0.237
H 0.53535 0.61034 2.83423 0.1321 -0.1568 -0.2521 0.347
H -1.63657 2.82012 -0.62105 0.0464 0.0016 -0.0813 0.243
H -1.55164 -0.44539 -1.94805 0.0790 -0.0484 0.2121 0.352
H 0.08329 2.99211 -1.06710 -0.0349 0.0553 0.0048 0.222
H 1.52127 0.79342 -0.88205 -0.0284 -0.1247 0.3954 0.195
H 0.87086 -2.86335 1.45515 -0.0296 -0.0268 -0.0029 0.244
H -0.85568 -2.54918 1.00639 -0.0140 -0.1110 0.0813 0.249
H -0.35632 2.36734 0.51534 0.0378 -0.0615 -0.0090 0.216
H 1.56779 -1.35344 -1.64066 0.1195 0.0367 0.4034 0.365
H 0.36301 -0.05795 0.63250 -0.5534 -0.7983 1.8085 0.105
H 0.42210 -1.91133 -0.19026 -0.6227 -0.9217 2.4014 0.286
```
Forces are in eV/Å.